# C35H75BN4O11P

4 unconnected molecules or ions with the total composition C35H75BN4O11P (wB97M-V/def2-TZVPD, the OMol25 dataset).

Each line ends with the Mulliken charge.
Cartesian coordinates (Å):
C (-3.565, 3.539, 3.890)  -0.74
C (-3.815, 3.260, 2.721)  -0.02
C (-4.242, 2.677, 1.345)  -0.37
C (-5.355, 3.699, 0.765)  1.23
C (-6.641, 3.237, 1.532)  -1.25
C (-7.965, 3.979, 1.143)  0.68
C (-8.901, 3.525, -0.029)  -1.23
N (-8.311, 4.993, 1.858)  -0.80
O (-4.769, 4.958, 1.148)  -0.74
P (-3.840, 5.579, -0.202)  1.44
C (-4.479, 7.396, -0.006)  -1.01
B (-5.964, 7.489, 0.585)  0.83
O (-6.141, 8.083, 1.869)  -0.72
O (-7.052, 7.022, -0.198)  -0.58
O (-2.560, 6.023, 0.905)  -0.61
C (-1.273, 5.750, 0.400)  -1.36
C (-0.636, 4.407, 0.919)  2.84
C (-0.277, 4.575, 2.443)  -1.41
C (0.614, 3.940, 0.036)  0.67
C (0.501, 2.386, -0.306)  -0.91
C (1.997, 4.139, 0.766)  -1.57
O (-5.102, 5.081, -1.317)  -0.65
C (-5.424, 3.776, -0.846)  0.71
C (-4.697, 2.607, -1.609)  -1.13
C (-3.984, 1.635, -1.852)  -0.06
H (-3.258, 3.453, 4.943)  0.42
H (-3.362, 2.585, 0.673)  -0.33
H (-4.703, 1.662, 1.488)  0.75
H (-6.517, 3.340, 2.642)  0.35
H (-6.803, 2.142, 1.332)  0.37
H (-8.354, 2.997, -0.840)  0.33
H (-9.605, 2.768, 0.422)  0.36
H (-9.534, 4.374, -0.379)  0.26
H (-7.604, 5.129, 2.593)  0.33
H (-3.207, 6.105, -1.411)  -0.04
H (-3.078, 4.374, -0.388)  -0.22
H (-3.735, 7.984, 0.584)  0.00
H (-4.497, 7.881, -1.027)  0.28
H (-6.860, 7.647, 2.348)  0.27
H (-6.739, 7.129, -1.108)  0.31
H (-1.195, 5.758, -0.718)  0.47
H (-0.598, 6.583, 0.762)  0.31
H (-1.395, 3.598, 0.815)  -1.47
H (0.210, 3.654, 2.850)  0.05
H (0.333, 5.491, 2.652)  0.34
H (-1.247, 4.723, 2.987)  0.32
H (0.664, 4.548, -0.910)  0.39
H (0.333, 2.203, -1.395)  0.13
H (1.474, 1.905, -0.013)  0.14
H (-0.300, 1.886, 0.302)  0.25
H (2.243, 5.199, 1.012)  0.37
H (2.815, 3.764, 0.086)  0.42
H (2.036, 3.466, 1.663)  0.24
H (-6.465, 3.669, -1.262)  -0.05
H (-3.271, 0.883, -2.212)  0.49
C (0.847, -1.038, -4.933)  -0.73
O (1.277, -2.224, -4.287)  -0.32
C (2.581, -2.646, -4.679)  -0.76
C (3.570, -2.469, -3.531)  -0.08
N (3.837, -1.055, -3.279)  -0.32
C (4.565, -0.804, -2.036)  -0.94
C (3.880, -1.188, -0.720)  -0.56
O (2.736, -0.408, -0.414)  -0.18
C (1.532, -0.855, -1.018)  -0.69
H (-0.209, -0.895, -4.703)  0.23
H (1.397, -0.166, -4.568)  0.31
H (0.957, -1.117, -6.019)  0.34
H (2.922, -2.138, -5.586)  0.44
H (2.508, -3.713, -4.908)  0.28
H (4.509, -2.971, -3.783)  0.39
H (3.143, -2.957, -2.648)  0.09
H (2.958, -0.556, -3.237)  0.11
H (4.764, 0.272, -2.004)  0.41
H (5.540, -1.301, -2.089)  0.45
H (4.595, -0.989, 0.084)  0.29
H (3.650, -2.258, -0.659)  0.46
H (1.506, -1.941, -1.142)  0.36
H (1.382, -0.357, -1.978)  0.17
H (0.702, -0.563, -0.372)  0.27
C (4.484, -9.993, -5.034)  -0.73
O (3.180, -9.526, -5.328)  -0.33
C (2.150, -10.248, -4.655)  -0.80
C (1.488, -9.381, -3.592)  -0.17
N (2.389, -9.141, -2.467)  -0.33
C (1.918, -8.112, -1.540)  -0.84
C (1.770, -6.683, -2.076)  -0.39
O (3.001, -6.061, -2.414)  -0.42
C (3.481, -6.357, -3.715)  -0.52
H (5.178, -9.502, -5.717)  0.24
H (4.774, -9.739, -4.010)  0.30
H (4.560, -11.075, -5.183)  0.34
H (2.519, -11.188, -4.233)  0.40
H (1.400, -10.499, -5.410)  0.39
H (0.588, -9.884, -3.229)  0.40
H (1.189, -8.442, -4.072)  0.15
H (3.292, -8.857, -2.824)  0.09
H (2.635, -8.084, -0.715)  0.38
H (0.962, -8.432, -1.113)  0.41
H (1.349, -6.079, -1.267)  0.37
H (1.057, -6.613, -2.905)  0.33
H (2.673, -6.519, -4.433)  0.30
H (4.147, -7.222, -3.684)  0.20
H (4.075, -5.505, -4.054)  0.21
C (3.831, -0.138, 7.497)  -0.72
O (4.244, -0.782, 6.305)  -0.33
C (3.441, -1.910, 5.960)  -0.86
C (2.611, -1.623, 4.715)  -0.04
N (1.555, -0.653, 4.994)  -0.32
C (0.891, -0.139, 3.794)  -1.09
C (1.737, 0.662, 2.799)  0.72
O (2.187, 1.915, 3.298)  -0.37
C (3.378, 1.859, 4.061)  -0.73
H (4.596, 0.592, 7.766)  0.24
H (2.887, 0.395, 7.352)  0.30
H (3.730, -0.853, 8.319)  0.34
H (2.812, -2.234, 6.794)  0.42
H (4.132, -2.726, 5.732)  0.40
H (2.158, -2.554, 4.364)  0.38
H (3.295, -1.257, 3.940)  0.10
H (1.952, 0.131, 5.496)  0.11
H (0.082, 0.510, 4.140)  0.47
H (0.418, -0.975, 3.267)  0.36
H (1.093, 0.900, 1.950)  -0.32
H (2.572, 0.084, 2.389)  0.02
H (4.052, 1.068, 3.724)  0.34
H (3.146, 1.737, 5.122)  0.16
H (3.889, 2.818, 3.953)  0.32

Computed properties:
Frontier orbital gap in eV: 6.2
Energy relative to the best compared isomer or geometry (same formula, charge and spin) in kJ/mol: 266.52
Calculated total energy in eV: -75952.87133
Total charge: -1
E_HOMO in eV: -4.446



# C5H9N3

A single C5H9N3 molecule (wB97M-V/def2-TZVPD, the OMol25 dataset).

Each line ends with the Mulliken charge.
Cartesian coordinates (Å):
C (0.493, 1.109, -0.039)  0.19
C (0.799, -1.215, -0.602)  -0.67
C (-0.343, -0.200, -0.052)  1.00
C (-1.312, -0.299, 1.015)  -0.57
C (-1.730, -0.250, -0.415)  -0.92
H (-0.933, 2.517, -0.458)  0.27
H (2.458, 1.306, -0.042)  0.32
H (2.313, -1.198, 0.940)  0.27
H (0.722, -2.276, -0.303)  0.35
H (0.829, -0.967, -1.655)  0.29
H (-1.344, -1.139, 1.659)  0.27
H (-1.466, 0.691, 1.505)  0.25
H (-2.301, 0.586, -0.794)  0.18
H (-2.154, -1.042, -1.017)  0.24
N (0.157, 2.273, -0.264)  -0.80
N (1.752, 0.766, 0.409)  -0.27
N (2.058, -0.663, 0.111)  -0.40

Computed properties:
Frontier orbital gap in eV: 9.6
SMILES: [H]/N=C1/NNCC12CC2
Energy relative to the best compared isomer or geometry (same formula, charge and spin) in kJ/mol: 314.13
Calculated total energy in eV: -9798.21115
E_HOMO in eV: -8.664